1.
# C20H50AlN2O4Si2

A molecular structure, C20H50AlN2O4Si2 in a non-equilibrium geometry (ωB97M-V/def2-TZVPD, the Open Molecules 2025 dataset).

```
79
Properties=species:S:1:pos:R:3:lowdin_charge:R:1
O -1.52854 2.28410 -0.83498 -0.237
O -3.15937 -3.03890 -2.41387 -0.178
C -2.54524 2.05993 0.20490 -0.240
C -3.07961 3.42485 0.61175 -0.058
H -2.01724 1.58862 1.05566 0.102
H -3.38085 1.38545 -0.07736 0.113
H -2.31644 4.00390 1.14916 0.076
H -3.99421 3.37228 1.22391 0.091
H -3.32450 4.00328 -0.28724 0.091
C -1.68885 1.54039 -2.05925 -0.240
C -3.04117 0.86534 -2.30005 -0.069
H -0.93641 0.73206 -2.03366 0.096
H -1.42423 2.23631 -2.88105 0.127
H -3.07561 -0.12161 -1.80128 0.084
H -3.19583 0.66666 -3.37521 0.096
H -3.90394 1.46281 -1.97888 0.083
C -1.75862 -3.18555 -2.68987 -0.280
C -3.56707 -3.64968 -1.18856 -0.291
C -1.44497 -2.42333 -3.96491 -0.073
H -1.63797 -4.27349 -2.81856 0.120
H -1.01993 -2.85716 -1.92392 0.113
H -2.16716 -2.71011 -4.73363 0.084
H -0.42757 -2.64290 -4.29496 0.078
H -1.48543 -1.33316 -3.84372 0.055
C -5.08557 -3.65235 -1.13483 -0.079
H -3.22983 -3.16181 -0.24270 0.114
H -3.16010 -4.67824 -1.22232 0.120
H -5.52580 -2.64884 -1.14686 0.076
H -5.38866 -4.11697 -0.19704 0.074
H -5.48363 -4.22648 -1.97596 0.081
H 0.65882 -1.39283 1.75261 -0.016
Al 0.81840 2.02975 0.37393 0.734
C -0.35097 -1.78791 1.80933 -0.242
Si -0.04258 -3.30372 2.87272 0.549
H -0.91473 -1.06745 2.40308 0.026
H -0.77702 -1.97994 0.82418 0.020
C -1.46357 -3.98271 3.90076 -0.177
C 1.30779 -2.30924 3.79415 -0.184
C 0.76492 -4.09853 1.35167 -0.189
C 0.91093 3.79955 -0.28457 -0.240
Si 1.93530 3.21479 -1.85548 0.477
H 1.46977 4.55208 0.29928 0.051
H -0.02679 4.28147 -0.62222 0.032
C 1.19985 4.44204 -3.10489 -0.165
C 1.72489 1.46803 -2.55599 -0.165
C 3.76175 3.32636 -1.41073 -0.159
H 0.05410 -4.27005 0.52389 0.031
H 1.31290 -5.00948 1.60667 0.023
H 1.48899 -3.34145 0.99061 0.035
H -1.96310 -3.21769 4.50469 0.033
H -1.06304 -4.70921 4.61348 0.026
H -2.28974 -4.49747 3.39679 0.031
H 1.20181 -1.22917 3.59645 0.011
H 2.27126 -2.60427 3.35335 0.033
H 1.33175 -2.38901 4.88526 0.026
H 0.69446 1.26213 -2.87580 0.011
H 2.05223 0.63275 -1.90800 0.011
H 2.38008 1.44253 -3.44364 0.066
H 4.35394 3.04663 -2.29410 0.047
H 4.02669 2.63658 -0.58963 0.019
H 4.00972 4.34985 -1.09820 0.044
H 1.95812 4.76376 -3.84025 0.040
H 0.81867 5.31983 -2.55029 0.037
H 0.34287 3.97548 -3.62799 0.035
C 3.77506 1.79150 3.54037 0.003
C 3.06920 1.60524 2.25405 -0.246
N 1.80286 2.05108 2.22344 -0.019
O 1.46045 2.35516 3.56991 -0.038
C 3.42342 0.78474 1.18725 -0.250
C 4.61718 -0.09285 1.10514 0.005
N 2.37656 0.66725 0.29339 -0.136
O 2.22183 -0.49394 -0.26351 -0.079
H 3.78379 2.85970 3.80149 0.112
H 4.82809 1.47134 3.47261 0.091
H 3.33268 1.17469 4.34456 0.117
H 0.50141 2.50863 3.59790 0.117
H 4.38865 -1.15978 1.24619 0.100
H 5.11632 0.01909 0.13533 0.101
H 5.33840 0.19926 1.87605 0.082
```

LUMO energy (alpha / beta)   -4.902 / -4.704 eV
HOMO (alpha / beta)   -11.69 / -11.41 eV
E_tot   -2023.53613 a.u.
F_max   0.04531 hartree/bohr
Net charge   +1

***

2.
# C35H89N2O12S12

11 unconnected molecules or ions with the total composition C35H89N2O12S12 in a non-equilibrium geometry (ωB97M-V/def2-TZVPD, the Open Molecules 2025 dataset).

```
150
Properties=species:S:1:pos:R:3:lowdin_charge:R:1
C 5.36189 1.59463 0.28111 -0.139
C 4.36587 1.67608 -0.96861 -0.241
C 3.19834 0.54740 -0.92121 -0.188
C 3.83860 -0.88237 -1.30925 -0.224
N 2.95053 -2.03396 -0.98292 -0.155
C 3.71473 -3.28152 -0.67613 -0.199
C 3.08374 -4.16031 0.50446 -0.211
C 4.14313 -4.86195 1.47538 -0.190
C 3.39665 -5.02444 2.91671 -0.343
N 4.27134 -4.72316 4.07545 -0.149
C 4.64774 -3.31517 4.10802 -0.369
O 3.62760 -2.40222 4.69036 -0.099
C 3.30973 -1.40937 3.73885 -0.452
C 3.99005 0.01888 3.62409 -0.001
O 2.43809 -1.69136 2.87287 0.003
C 1.92875 -2.24609 -2.00020 -0.940
S 0.84684 -3.55261 -1.96160 0.607
S 1.67327 -1.06764 -3.43579 0.784
C 0.07282 -0.15920 -3.17087 -0.460
C -0.45455 -0.19449 -1.65842 -0.277
C -2.03263 0.17920 -1.72655 -0.118
H 5.52418 0.53999 0.67692 0.048
H 5.01796 2.22767 1.17521 0.067
H 6.38187 1.96690 -0.09018 0.076
H 4.92935 1.55883 -1.95912 0.106
H 3.86078 2.70714 -1.01392 0.093
H 2.40994 0.89882 -1.65823 0.070
H 2.74962 0.56390 0.12296 0.109
H 4.24236 -0.89541 -2.38781 0.117
H 4.77942 -0.96538 -0.65252 0.112
H 3.71959 -3.91203 -1.64186 0.118
H 4.81396 -3.11485 -0.42301 0.114
H 2.50252 -5.01218 -0.00847 0.081
H 2.29851 -3.53399 1.03895 0.091
H 5.14477 -4.32322 1.56108 0.064
H 4.34749 -5.91070 1.04910 0.101
H 2.47273 -4.34265 2.99322 0.072
H 2.98723 -6.10215 2.92584 0.089
H 4.95865 -2.87342 3.09652 0.094
H 5.57910 -3.24642 4.78376 0.098
H 3.15190 0.79260 3.48109 0.085
H 4.62075 0.09169 2.66601 0.067
H 4.65892 0.30446 4.49440 0.080
H 0.26550 0.93806 -3.42606 0.071
H -0.72475 -0.63567 -3.82849 0.073
H 0.08292 0.55768 -0.98441 0.083
H -0.40944 -1.22245 -1.17374 0.069
H -2.55658 0.06208 -0.72436 0.068
H -2.48967 -0.61174 -2.42373 0.028
H -2.15229 1.21615 -2.20243 0.047
C -2.56972 -4.49035 -3.36175 -0.271
S -3.74371 -3.27280 -3.99146 0.826
O -3.24695 -1.92030 -3.58514 -0.571
C -5.08691 -3.71451 -2.86931 -0.268
H -1.62806 -4.37167 -3.89859 0.035
H -2.40117 -4.32937 -2.29541 0.051
H -2.96054 -5.49491 -3.53367 0.054
H -4.75900 -3.60226 -1.83404 0.061
H -5.39408 -4.74389 -3.05768 0.055
H -5.92794 -3.04701 -3.05728 0.022
C 4.13089 7.33754 0.01706 -0.274
S 4.32716 5.86722 1.04489 0.810
O 5.05759 4.84669 0.23231 -0.567
C 2.58159 5.40931 1.04691 -0.259
H 5.11596 7.77491 -0.15098 0.045
H 3.68668 7.06447 -0.94208 0.056
H 3.49709 8.05959 0.53394 0.014
H 2.23475 5.25846 0.02309 0.060
H 1.99976 6.19639 1.52935 0.040
H 2.46912 4.48087 1.60801 0.048
C -7.10779 -1.54405 -5.51582 -0.254
S -7.62236 -3.27161 -5.61985 0.806
O -6.38744 -4.09765 -5.78278 -0.572
C -8.39995 -3.13485 -7.24209 -0.271
H -6.55847 -1.40198 -4.58456 0.038
H -6.46057 -1.29675 -6.35924 0.063
H -7.99018 -0.90154 -5.51694 0.045
H -7.67015 -2.78749 -7.97619 0.057
H -9.23840 -2.43956 -7.18523 0.012
H -8.76628 -4.11995 -7.53287 0.052
C -0.36626 1.81559 1.63221 -0.267
S -1.53414 3.03762 1.00105 0.795
O -1.03286 4.38867 1.40921 -0.585
C -2.88190 2.60043 2.11924 -0.273
H 0.57709 1.93160 1.09675 0.037
H -0.20051 1.97544 2.69892 0.044
H -0.75907 0.81222 1.45951 0.052
H -2.55716 2.71057 3.15517 0.046
H -3.19236 1.57164 1.93036 0.043
H -3.71992 3.27224 1.92813 0.043
C -11.59313 0.32331 -7.29183 -0.270
S -12.03051 -0.73942 -5.89955 0.822
O -11.07364 -1.88714 -5.89470 -0.562
C -13.58379 -1.33413 -6.60099 -0.271
H -10.62277 0.77692 -7.08800 0.049
H -11.53192 -0.26812 -8.20717 0.058
H -12.34336 1.10831 -7.40073 0.052
H -13.39727 -1.82147 -7.55956 0.058
H -14.26882 -0.49494 -6.73248 0.052
H -14.02193 -2.05304 -5.90811 0.051
C 9.58267 -5.97391 0.50894 -0.284
S 7.94328 -5.33719 0.92179 0.793
O 7.36136 -4.76014 -0.32700 -0.558
C 8.52791 -3.96092 1.93222 -0.262
H 9.46281 -6.82814 -0.15798 0.044
H 10.16753 -5.20094 0.00656 0.051
H 10.08884 -6.29535 1.42100 0.047
H 9.17899 -3.31448 1.34033 0.054
H 9.06800 -4.34827 2.79772 0.052
H 7.66193 -3.39120 2.27192 0.042
C 0.05424 -1.09016 4.59013 -0.273
S -1.57651 -0.42944 4.97690 0.832
O -2.13742 0.16059 3.71854 -0.576
C -0.98904 0.93845 5.99883 -0.262
H -0.06637 -1.94273 3.92145 0.060
H 0.65986 -0.32833 4.09763 0.041
H 0.53846 -1.41862 5.51079 0.048
H -0.32199 1.57832 5.41754 0.048
H -0.46546 0.54209 6.87028 0.055
H -1.85195 1.51871 6.32833 0.044
C 0.75771 -4.64807 5.93264 -0.248
S -0.95670 -4.19121 6.27014 0.802
O -0.93646 -2.89821 7.02406 -0.584
C -1.26998 -5.50829 7.46529 -0.281
H 1.17724 -3.92826 5.22805 0.031
H 1.33702 -4.62860 6.85702 0.065
H 0.78905 -5.64508 5.49028 0.060
H -0.56350 -5.43475 8.29401 0.054
H -1.17262 -6.47711 6.97277 0.049
H -2.28659 -5.39611 7.84446 0.043
C -1.80153 5.72600 -3.11083 -0.266
S -2.31525 3.99897 -3.21858 0.798
O -1.08146 3.17399 -3.37684 -0.548
C -3.08635 4.13480 -4.84580 -0.272
H -1.25703 5.86564 -2.17635 0.051
H -1.15030 5.97400 -3.95104 0.056
H -2.68326 6.36941 -3.11549 0.050
H -2.35438 4.48215 -5.57726 0.055
H -3.92584 4.83043 -4.79408 0.047
H -3.45088 3.14928 -5.13757 0.050
C 2.61985 11.26395 2.57393 -0.271
S 2.78089 9.68944 3.44227 0.825
O 2.37389 8.61125 2.49219 -0.559
C 1.40158 9.95997 4.57471 -0.269
H 3.36896 11.29948 1.78248 0.049
H 1.62412 11.34703 2.13478 0.058
H 2.79265 12.08451 3.27244 0.051
H 0.48254 10.12480 4.00968 0.059
H 1.61421 10.82310 5.20774 0.051
H 1.28909 9.07302 5.19885 0.053
```

LUMO energy   1.250 eV
HOMO   -2.65 eV
E_tot   -7177.13288 a.u.
F_max   0.08434 hartree/bohr
Net charge   -1

***

3.
# C26H27N3O3

A single C26H27N3O3 molecule (ωB97M-V/def2-TZVPD, the Open Molecules 2025 dataset).

```
59
Properties=species:S:1:pos:R:3:lowdin_charge:R:1
C 7.60244 -2.22510 -4.24184 -0.090
H 7.23724 -1.94301 -5.23452 0.096
O 6.54118 -2.46206 -3.34859 -0.084
C 5.68998 -1.43781 -3.06512 -0.277
C 4.66778 -1.73905 -2.16884 0.050
C 3.73880 -0.77591 -1.80065 -0.214
C 3.82226 0.50676 -2.33525 -0.021
C 4.83838 0.79642 -3.22425 -0.070
C 5.77332 -0.15528 -3.59668 -0.033
H 6.55204 0.11113 -4.29270 0.100
H 4.90713 1.79006 -3.64063 0.108
H 3.10383 1.25602 -2.05267 0.098
N 2.73614 -1.16086 -0.90042 0.143
C 1.74354 -0.41200 -0.35747 -0.424
O 1.57966 0.77535 -0.52837 0.094
C 0.78806 -1.23742 0.50933 -0.200
N -0.02713 -0.30893 1.24529 0.113
C -0.92832 -0.66696 2.17361 -0.463
O -1.05830 -1.80054 2.59350 0.069
C -1.76794 0.51171 2.67141 -0.244
N -1.85982 1.53989 1.64739 -0.016
H -2.40284 1.18094 0.86514 0.110
C -2.49300 2.73466 2.17476 -0.155
C -3.75886 2.47854 2.95967 -0.161
C -4.62375 3.52923 3.23963 -0.046
C -5.77620 3.32163 3.97267 -0.091
C -6.07479 2.05087 4.43701 -0.090
C -5.21765 1.00219 4.16514 -0.041
C -4.05477 1.20137 3.42975 -0.168
C -3.15031 0.03657 3.13155 -0.084
H -3.05113 -0.60690 4.00685 0.127
H -3.59957 -0.57092 2.33746 0.127
H -5.44469 0.00946 4.52735 0.113
H -6.97346 1.87978 5.01113 0.100
H -6.44097 4.14690 4.18113 0.100
H -4.38402 4.51823 2.87465 0.111
H -2.69524 3.41456 1.34319 0.126
H -1.76485 3.22771 2.83343 0.130
H -1.23575 0.95268 3.52553 0.168
H -0.02992 0.64756 0.90355 0.127
C -0.08528 -2.15736 -0.38560 -0.077
C -0.99709 -1.32635 -1.24139 -0.220
C -0.55500 -0.78330 -2.44076 -0.035
C -1.37976 0.04331 -3.18247 -0.072
C -2.65580 0.33838 -2.73401 -0.089
C -3.10951 -0.20811 -1.54579 -0.087
C -2.28411 -1.03643 -0.80597 -0.049
H -2.63855 -1.47255 0.11733 0.110
H -4.10911 0.01026 -1.19662 0.104
H -3.29684 0.98832 -3.31106 0.101
H -1.02344 0.46155 -4.11217 0.104
H 0.44002 -1.00687 -2.79923 0.115
H -0.67009 -2.79415 0.27955 0.117
H 0.55839 -2.78648 -1.00332 0.118
H 1.34981 -1.86404 1.21465 0.160
H 2.77858 -2.13313 -0.62549 0.145
H 4.62027 -2.74063 -1.76813 0.124
H 8.14332 -3.16744 -4.31247 0.093
H 8.27704 -1.44853 -3.86756 0.096
```

LUMO energy   0.634 eV
ΔE to the lowest compared entry with this formula, charge and spin   2.0 kJ/mol
HOMO   -8.60 eV
E_tot   -1397.01259 a.u.
SMILES   COc1cccc(NC(=O)[C@H](Cc2ccccc2)NC(=O)[C@@H]2Cc3ccccc3CN2)c1
F_max   0.01104 hartree/bohr
Net charge   0

***

4.
# C3H8NO

A gas-phase ion, C3H8NO (charge -1) in a non-equilibrium geometry (ωB97M-V/def2-TZVPD, the Open Molecules 2025 dataset).

```
13
Properties=species:S:1:pos:R:3:lowdin_charge:R:1
C 0.47760 0.88495 -0.85215 -0.366
N 0.21430 0.16322 0.41237 -0.095
C -0.01812 -1.48156 0.32140 -0.585
O -0.26215 -2.02159 1.45305 -0.294
C -0.29663 2.25359 -1.03782 -0.131
H 0.13202 0.22029 -1.67266 0.081
H 1.51813 1.15628 -0.96446 0.068
H -0.63426 0.59059 0.77717 0.043
H -0.79559 -1.46697 -0.49011 0.053
H 0.89702 -1.91402 -0.20791 0.070
H 0.04416 2.77418 -1.93621 0.050
H -1.34316 1.98888 -1.22585 0.046
H -0.33584 2.66374 -0.01300 0.059
```

LUMO energy   4.075 eV
ΔE to the lowest compared entry with this formula, charge and spin   93.1 kJ/mol
HOMO   -2.45 eV
E_tot   -249.05116 a.u.
SMILES   CCNC[O-]
F_max   0.05380 hartree/bohr
Net charge   -1